The following is a quantum chemistry calculation of a molecular structure, C73H166AsF6NO28 in a non-equilibrium geometry, from the OMol25 dataset.

```
275
Properties=species:S:1:pos:R:3:forces:R:3
C -20.472 -9.799 3.820 0.0 0.8 -0.5
C -20.738 -9.220 5.202 0.0 0.4 -0.4
C -21.681 -7.985 5.279 0.9 0.6 0.3
C -21.070 -6.631 4.875 0.0 0.9 -0.7
N -22.054 -5.426 4.933 -1.7 -0.3 -0.2
C -21.510 -4.091 4.411 -0.1 1.0 0.3
C -22.738 -3.196 3.989 1.4 -1.1 0.4
C -23.722 -4.267 3.488 -0.1 1.2 0.0
C -23.186 -5.637 3.889 0.0 -0.1 -0.5
C -22.706 -5.237 6.325 -0.9 -0.7 -1.6
C -21.755 -5.106 7.447 -0.1 0.3 1.0
C -22.522 -4.937 8.776 1.1 0.1 0.2
H -19.942 -10.751 3.809 -0.4 -0.1 0.3
H -19.809 -9.137 3.263 0.0 0.2 -0.1
H -21.392 -9.815 3.236 0.0 -0.5 -0.1
H -19.757 -8.944 5.589 -0.1 0.0 0.6
H -21.227 -9.945 5.853 0.3 -0.2 0.1
H -21.857 -7.915 6.352 -0.7 0.1 0.0
H -22.599 -8.143 4.712 -0.1 -0.2 0.2
H -20.745 -6.562 3.837 0.1 -0.4 -0.1
H -20.199 -6.353 5.468 -0.1 -0.1 0.2
H -20.901 -3.612 5.177 0.0 -0.2 0.0
H -20.893 -4.232 3.524 0.0 -0.6 0.1
H -23.078 -2.560 4.806 -0.3 -0.4 0.1
H -22.427 -2.491 3.217 0.1 -0.2 -0.1
H -24.694 -3.995 3.901 -0.2 -0.6 0.0
H -23.780 -4.187 2.402 -0.2 -0.2 0.1
H -24.021 -6.300 4.115 0.4 -0.1 1.1
H -22.720 -6.149 3.047 0.3 0.3 -0.1
H -23.363 -6.091 6.492 0.2 -0.3 -0.2
H -23.427 -4.429 6.202 0.3 0.4 0.1
H -21.142 -4.219 7.285 0.4 -0.2 0.1
H -21.162 -6.016 7.538 0.3 0.2 -0.1
H -21.796 -4.753 9.567 0.2 0.2 0.0
H -22.974 -5.864 9.132 -0.6 0.1 -0.5
H -23.156 -4.051 8.742 -0.4 -0.4 0.1
As -19.382 -6.968 -1.217 0.5 0.4 -1.5
F -18.198 -8.281 -1.544 -1.3 1.3 0.2
F -20.453 -8.179 -0.338 1.3 1.6 -0.9
F -20.560 -5.664 -0.863 0.8 -1.2 0.0
F -18.334 -5.720 -2.079 -1.3 -1.7 0.8
F -20.238 -7.284 -2.826 1.1 0.2 2.4
F -18.419 -6.530 0.233 -1.2 -0.6 -0.7
C -28.353 -2.030 -5.842 -0.3 -0.1 0.4
C -28.063 -1.853 -4.340 0.1 -0.3 -1.2
C -26.644 -1.392 -4.093 0.3 0.4 0.2
C -26.335 -1.206 -2.621 0.6 1.5 0.3
C -24.999 -0.441 -2.281 -0.8 -0.6 -0.4
C -24.912 1.004 -2.801 -0.4 -0.4 0.8
H -28.315 -1.162 -6.501 0.2 0.4 0.4
H -29.384 -2.381 -5.897 0.1 -0.4 -0.5
H -27.626 -2.734 -6.249 -0.3 -0.3 -0.1
H -28.792 -1.170 -3.905 0.1 0.2 0.1
H -28.282 -2.829 -3.906 0.2 -0.1 0.3
H -26.521 -0.474 -4.667 -0.1 0.5 0.3
H -25.843 -1.985 -4.534 -0.3 -0.8 -0.1
H -27.100 -0.576 -2.167 -0.4 0.3 -0.1
H -26.462 -2.121 -2.042 0.5 -0.4 -0.2
H -24.990 -0.456 -1.191 0.4 0.2 0.1
H -24.101 -0.939 -2.648 -0.1 -0.5 0.1
H -25.745 1.583 -2.402 -0.1 0.1 -0.1
H -24.006 1.441 -2.381 0.1 0.2 -0.3
H -24.925 1.075 -3.888 0.1 0.0 0.1
C -16.207 -18.711 9.163 -0.6 0.1 -0.4
O -17.407 -18.252 9.795 -0.5 -1.3 -0.4
C -17.478 -16.885 9.965 0.3 1.3 -1.8
C -17.955 -16.072 8.690 0.0 -0.4 1.1
O -16.955 -16.017 7.697 -0.4 -0.3 -0.2
C -17.449 -15.576 6.450 0.1 -0.5 -0.6
C -16.390 -15.816 5.381 1.1 -0.5 1.6
O -15.847 -17.158 5.486 -1.0 0.6 0.0
C -15.127 -17.441 4.333 -0.1 -0.4 -1.4
H -15.394 -18.710 9.889 0.2 0.0 -0.1
H -15.981 -18.129 8.270 0.2 0.3 0.2
H -16.384 -19.715 8.776 -0.1 -0.1 0.4
H -16.455 -16.572 10.173 0.0 0.7 0.5
H -18.177 -16.635 10.764 0.1 -0.2 0.2
H -18.264 -15.066 8.976 0.4 0.5 0.4
H -18.906 -16.455 8.321 0.1 -0.8 -0.3
H -17.723 -14.523 6.519 0.2 0.4 -0.2
H -18.354 -16.076 6.107 -0.3 -0.5 0.5
H -15.538 -15.203 5.673 0.1 0.6 -0.6
H -16.756 -15.608 4.375 0.0 0.1 0.0
H -15.774 -17.573 3.466 -0.6 0.0 -0.2
H -14.602 -18.394 4.384 0.2 0.2 0.6
H -14.481 -16.630 3.995 0.5 0.1 0.5
C -12.960 -12.459 1.707 -0.5 0.4 0.7
O -14.268 -12.473 2.304 0.0 -0.2 -0.3
C -15.065 -11.354 1.913 0.0 0.8 1.0
C -14.711 -10.074 2.733 1.6 -0.8 -0.7
O -14.962 -10.160 4.126 -1.3 0.4 -0.5
C -14.028 -10.781 4.941 0.7 -1.4 1.0
C -14.606 -10.906 6.365 -1.2 1.6 -0.2
O -14.825 -9.623 6.989 0.7 -0.2 -0.6
C -13.652 -9.091 7.529 0.6 0.8 0.8
H -12.419 -13.374 1.948 -0.5 -0.2 -0.1
H -12.358 -11.672 2.161 0.1 0.3 -0.2
H -13.041 -12.306 0.631 0.1 -0.1 -0.1
H -16.130 -11.503 2.094 0.1 -0.8 0.4
H -15.027 -11.225 0.831 0.4 0.5 -0.1
H -15.139 -9.188 2.265 -0.7 -0.1 0.5
H -13.641 -9.896 2.627 0.4 0.0 -0.1
H -13.031 -10.341 4.918 0.0 0.9 0.1
H -13.765 -11.795 4.638 -0.5 -0.4 -0.3
H -14.085 -11.547 7.075 0.4 -0.2 -0.4
H -15.645 -11.224 6.289 0.1 -0.6 -0.3
H -12.703 -9.256 7.019 -0.2 -0.6 -0.6
H -13.501 -9.446 8.548 0.0 -0.1 0.3
H -13.681 -8.002 7.570 -0.5 0.1 0.0
C -25.601 -9.954 6.790 0.6 1.3 0.7
O -24.407 -10.069 7.587 -0.2 -0.7 0.0
C -24.608 -9.647 8.931 -0.3 0.9 0.4
C -23.501 -10.112 9.923 -0.5 0.4 -1.8
O -22.307 -9.304 9.719 -0.5 -0.6 0.4
C -21.108 -9.974 10.113 -0.4 -0.7 0.4
C -19.796 -9.197 10.079 -0.7 0.4 0.8
O -19.850 -8.074 11.008 -1.0 -1.7 -1.3
C -18.622 -7.509 11.278 0.6 1.1 0.2
H -25.368 -10.054 5.730 0.2 -0.4 0.2
H -25.946 -8.929 6.930 -0.3 0.3 -0.2
H -26.447 -10.571 7.092 0.3 -0.5 0.1
H -25.618 -9.904 9.249 0.0 -1.0 0.4
H -24.744 -8.566 8.971 0.7 0.6 -0.2
H -23.437 -11.165 9.647 1.1 -0.3 -0.1
H -23.846 -10.145 10.957 0.0 0.6 0.1
H -21.050 -10.884 9.515 0.5 0.0 -0.5
H -21.174 -10.391 11.117 -0.4 0.3 0.5
H -19.509 -8.948 9.057 0.0 0.6 0.0
H -19.043 -9.888 10.459 0.1 -0.2 -0.1
H -17.865 -8.125 11.765 -0.2 -0.7 0.0
H -18.837 -6.700 11.977 0.2 0.2 -0.1
H -18.162 -7.097 10.380 0.1 0.2 -0.2
C -24.602 1.734 4.501 -0.9 -0.2 0.6
O -25.663 1.013 5.238 1.6 0.4 -0.2
C -25.269 0.715 6.588 0.1 -1.2 -0.4
C -26.361 -0.062 7.328 -0.2 1.4 0.2
O -26.535 -1.409 6.980 1.5 0.4 -0.2
C -27.699 -2.051 7.461 0.7 -0.2 -1.5
C -27.401 -3.560 7.505 -0.7 -0.8 -1.1
O -27.146 -4.207 6.238 -0.6 -0.4 -0.5
C -28.260 -4.306 5.298 0.8 1.0 0.6
H -24.496 2.755 4.869 0.1 0.0 0.5
H -24.849 1.893 3.452 -0.5 -0.6 0.1
H -23.644 1.215 4.538 0.0 -0.1 0.2
H -24.989 1.611 7.141 -0.4 0.3 0.1
H -24.396 0.071 6.695 0.6 -0.1 -0.8
H -27.216 0.591 7.155 -0.9 -0.5 0.1
H -26.118 -0.020 8.390 0.0 0.2 0.3
H -28.380 -1.801 6.647 -1.0 -0.5 0.4
H -28.081 -1.639 8.395 0.2 -0.2 0.3
H -28.263 -4.099 7.897 -0.2 0.2 0.6
H -26.505 -3.857 8.049 -0.1 0.6 0.4
H -29.236 -4.553 5.716 0.0 0.3 0.7
H -28.132 -5.096 4.558 0.8 0.1 0.1
H -28.254 -3.319 4.837 -0.7 -0.2 -0.5
C -35.754 -5.054 -0.391 0.7 -0.6 -0.7
O -34.381 -4.741 -0.107 -0.8 0.0 0.8
C -33.768 -5.707 0.738 0.5 0.4 -0.8
C -32.276 -5.459 0.982 -0.4 1.2 -0.3
O -31.874 -4.209 1.562 -0.1 -0.2 0.2
C -32.202 -2.952 0.942 0.3 0.4 1.3
C -31.395 -1.853 1.679 0.2 -0.7 -0.2
O -30.019 -2.055 1.392 -0.9 0.2 -0.8
C -29.239 -1.117 2.025 2.2 0.0 0.8
H -35.973 -4.520 -1.316 -0.2 -0.1 0.2
H -36.539 -4.904 0.350 0.5 0.9 0.6
H -35.860 -6.127 -0.549 0.3 -0.3 -0.5
H -33.755 -6.641 0.177 -0.3 -0.5 0.2
H -34.299 -5.839 1.681 -0.2 0.1 0.1
H -31.679 -5.592 0.079 -0.2 -0.2 -0.3
H -32.035 -6.269 1.671 0.5 0.3 0.2
H -33.272 -2.787 1.067 0.0 0.2 -0.2
H -31.914 -2.833 -0.102 -0.1 -0.6 -0.2
H -31.502 -1.839 2.764 -0.4 -0.4 0.3
H -31.654 -0.842 1.364 -0.4 0.0 -0.4
H -28.211 -1.249 1.686 0.1 -0.4 -0.1
H -29.209 -1.295 3.100 -0.2 0.0 0.4
H -29.351 -0.041 1.892 -1.2 0.1 -0.5
C -23.275 -7.453 15.839 0.5 -1.3 0.6
O -23.593 -8.588 16.721 0.3 1.4 -0.7
C -22.620 -9.633 16.683 -0.3 0.7 -0.1
C -22.543 -10.308 18.041 -0.6 0.7 0.4
O -23.852 -10.252 18.624 1.3 -1.1 0.5
C -23.815 -10.738 19.964 -1.4 -0.6 0.0
C -25.284 -10.808 20.483 1.3 -0.3 -1.6
O -25.840 -9.570 20.180 -1.3 2.0 2.5
C -25.798 -8.778 21.420 0.4 -0.4 -0.9
H -23.910 -6.577 15.974 -0.7 -0.7 0.2
H -23.277 -7.812 14.809 -0.2 0.2 -0.2
H -22.286 -7.050 16.055 0.4 -0.3 0.1
H -21.663 -9.177 16.428 0.3 -0.3 0.0
H -22.855 -10.390 15.935 -0.3 0.1 -0.3
H -21.813 -9.803 18.673 -0.1 0.4 0.3
H -22.136 -11.315 17.951 -0.3 -0.4 -0.2
H -23.222 -10.095 20.614 0.1 0.4 0.0
H -23.385 -11.734 20.068 0.3 -0.3 -0.4
H -25.280 -11.125 21.526 -0.1 0.4 0.3
H -25.916 -11.512 19.943 0.5 -0.4 -0.2
H -24.751 -8.760 21.721 0.0 0.1 0.4
H -26.408 -9.230 22.202 0.0 -0.3 0.0
H -26.128 -7.742 21.340 -0.1 -0.2 -0.8
C -17.859 -1.102 8.433 -0.8 -0.8 0.0
O -18.667 -0.570 7.415 0.0 1.0 0.0
C -18.138 0.651 6.937 0.5 -0.1 -0.9
C -18.976 1.153 5.789 -0.3 -1.4 -0.6
O -19.018 0.187 4.694 0.7 1.1 -0.6
C -17.764 0.064 3.981 0.0 -1.5 -0.4
C -17.749 -0.898 2.728 -1.5 0.6 1.3
O -18.690 -0.431 1.771 1.0 0.0 -0.5
C -18.492 -0.986 0.454 -0.2 -0.7 1.1
H -18.403 -2.008 8.700 0.2 0.0 0.5
H -17.778 -0.413 9.273 0.1 -0.1 0.2
H -16.874 -1.423 8.093 0.3 0.3 -0.2
H -17.117 0.431 6.625 0.3 0.3 -0.2
H -18.061 1.476 7.646 -0.2 -0.2 0.7
H -18.708 2.158 5.462 0.4 0.0 -0.2
H -19.995 1.217 6.171 -0.2 -0.1 -0.2
H -17.066 -0.386 4.686 0.4 0.0 0.0
H -17.295 0.957 3.568 -0.6 0.8 0.5
H -17.984 -1.928 2.997 -0.3 -0.2 0.2
H -16.707 -0.943 2.411 0.1 0.4 -0.5
H -19.261 -0.575 -0.200 0.4 0.2 0.0
H -18.644 -2.065 0.488 -0.3 -0.3 0.1
H -17.457 -0.908 0.120 0.0 0.7 -0.2
C -24.882 -7.240 -2.619 -1.0 0.0 -0.4
O -26.037 -8.137 -2.675 2.0 0.4 0.0
C -27.021 -7.838 -1.727 -0.1 -0.7 0.8
C -26.663 -7.933 -0.202 0.7 -0.7 0.3
O -26.370 -9.251 0.382 -2.4 1.4 -0.4
C -25.250 -9.926 -0.012 1.7 -1.6 0.1
C -25.208 -11.378 0.630 -0.6 0.6 -1.3
O -26.293 -12.189 0.136 0.1 0.7 0.5
C -26.345 -13.529 0.580 0.0 -0.1 -0.5
H -25.209 -6.208 -2.749 -0.4 0.3 0.6
H -24.250 -7.318 -3.503 0.0 -1.0 0.1
H -24.313 -7.368 -1.699 0.1 0.0 -0.1
H -27.795 -8.578 -1.930 -0.2 0.1 0.1
H -27.387 -6.838 -1.961 -0.3 0.3 0.4
H -27.459 -7.570 0.448 -0.5 -0.2 -0.5
H -25.862 -7.247 0.075 0.6 0.0 -0.3
H -24.384 -9.425 0.422 0.6 0.1 0.1
H -25.086 -9.919 -1.089 -0.3 -0.3 -0.2
H -25.180 -11.212 1.707 -0.7 -0.3 0.4
H -24.277 -11.896 0.403 0.3 0.3 -0.3
H -27.325 -13.955 0.364 -0.4 0.6 0.4
H -26.091 -13.628 1.635 0.0 -0.1 0.1
H -25.748 -14.204 -0.035 0.9 0.2 0.1
O -12.369 -4.247 5.738 -1.1 1.2 -0.8
C -12.952 -3.492 4.958 1.9 -2.2 1.0
O -14.158 -3.741 4.472 -1.3 0.0 -0.7
C -14.999 -4.806 5.027 0.9 0.1 0.1
C -15.596 -4.310 6.294 -0.2 0.1 0.7
C -12.317 -2.281 4.347 0.1 0.2 -0.6
H -14.403 -5.697 5.225 0.2 0.1 -0.1
H -15.784 -5.093 4.328 0.4 0.5 -0.5
H -16.205 -3.417 6.155 -0.1 0.0 -0.2
H -14.805 -4.061 7.001 -0.1 -0.1 0.1
H -16.215 -5.110 6.702 -0.1 0.1 0.2
H -12.301 -2.356 3.260 -0.6 -0.1 -0.1
H -11.252 -2.182 4.557 -0.3 -0.1 0.8
H -12.905 -1.409 4.632 0.3 0.2 -0.1
O -22.088 -18.192 2.661 -0.2 1.2 1.2
C -21.844 -17.005 2.630 0.4 -0.2 -2.3
O -22.296 -16.017 3.439 -0.1 -0.7 -0.8
C -23.173 -16.355 4.505 -0.3 1.0 1.6
C -23.585 -14.992 5.183 0.7 -1.6 -0.5
C -21.047 -16.423 1.413 -0.6 0.3 1.6
H -22.608 -17.024 5.155 -0.1 0.2 0.4
H -24.099 -16.883 4.276 0.2 -0.1 -0.9
H -24.135 -14.390 4.460 0.1 0.0 0.1
H -22.681 -14.483 5.516 -0.2 0.2 0.0
H -24.225 -15.211 6.038 0.0 0.1 0.0
H -21.003 -17.200 0.651 0.2 0.4 0.1
H -20.081 -16.041 1.742 0.3 -0.6 0.0
H -21.521 -15.490 1.106 -0.4 -0.3 -0.4
```
Forces are in eV/Å.

## Properties
E_HOMO, eV: -9.0
LUMO, eV: -0.207
Net charge: 0